[1]
Below is an isolated molecule of C4H3N, with properties calculated with wB97M-V/def2-TZVPD.

Geometry (Å):
H: 1.75707 0.15106 -1.45373
C: 1.66691 0.45474 1.57806
H: 0.86307 -0.59155 -0.20487
H: 0.61378 1.15350 -0.51022
N: 4.45184 0.35048 -0.91552
C: 2.53726 0.43186 0.64890
C: 3.44804 0.03916 -0.46726
C: 1.36841 0.28704 -0.45071

* spin multiplicity: 1
* molar mass: 65.07 g/mol
* HOMO: -10.785 eV
* energy: -208.7184 hartree
* energy relative to the best compared isomer or geometry (same formula, charge and spin): 115.1 kcal/mol

=====

[2]
Below is a structure of composition C5H7N3, with properties calculated with wB97M-V/def2-TZVPD.

Geometry (Å):
C: -1.93053 -0.98206 0.05947
N: 1.04273 1.16374 0.20438
C: 0.84992 -0.14603 -0.05885
H: 2.80371 -0.34956 -0.72017
H: -2.61375 -1.80592 -0.62081
H: 1.75881 1.77417 -0.67630
H: -2.03748 -1.00744 1.47981
H: 2.69867 0.01115 0.85225
C: 2.17725 -0.76417 0.06365
H: 2.17960 -1.79055 0.10306
N: -2.31598 0.53624 0.12247
C: -0.43208 -0.34713 -0.41115
H: -3.19438 0.92131 -0.22131
C: -0.93020 0.91079 -0.19049
N: -0.05630 1.87547 0.01398

* spin multiplicity: 1
* molar mass: 109.13 g/mol
* HOMO: -8.220 eV
* energy: -358.7025 hartree
* energy relative to the best compared isomer or geometry (same formula, charge and spin): 198.2 kcal/mol

=====

[3]
Below is a structure of composition C46H57Br2F3N5O3PbS, with properties calculated with wB97M-V/def2-TZVPD.

Geometry (Å):
H: -3.30451 1.61094 -0.78962
C: 1.02254 -2.77011 5.51401
H: 2.83951 -0.79827 -4.09784
C: 1.02888 5.19342 -0.33260
H: -4.98891 1.51033 5.08412
C: -3.65456 1.07572 -3.41121
C: -1.07509 -5.92428 -2.51389
C: 1.43072 -0.21731 1.20031
C: -7.25041 -0.14796 1.41857
H: 3.50447 -0.26593 -5.65299
H: 6.02246 1.78028 3.13447
C: 2.18963 3.22918 -1.32840
C: -7.12825 -0.73449 0.19109
C: 1.00245 0.80050 -5.37389
S: -3.26413 -3.42737 -0.18889
N: -4.74884 -0.56264 0.28692
C: -0.18943 -3.73555 -2.49862
N: -2.75440 -1.23866 -3.00743
N: -1.11680 -3.33581 -1.64530
C: 0.47269 -2.68413 4.08803
H: 2.87400 6.62930 -1.61405
O: -0.19281 -1.94607 1.38008
C: 2.58258 0.39724 1.79025
H: 1.71051 2.48910 0.62080
Br: -7.78151 1.14095 4.30423
C: 4.00533 1.31323 4.91363
C: -2.57798 1.90063 -2.69724
C: 2.00621 1.60053 -3.17657
C: -0.13458 -5.02796 -2.99578
H: 4.50124 2.39229 2.47640
C: 2.33722 2.83611 -2.68562
H: 1.76769 -4.27411 3.36409
H: -3.51838 -1.80721 -2.65580
C: -3.73780 0.88750 3.46276
C: -1.03372 -2.38609 4.18962
H: 1.24421 0.49018 -6.39449
H: -4.47108 0.89457 -2.70780
H: 2.72844 3.57250 -3.37324
Pb: -1.71172 -1.00422 -0.49163
H: -1.06685 -6.95683 -2.84214
C: 1.18134 -1.60074 3.27222
H: -8.22381 0.03377 1.85281
H: -4.01587 -0.65306 -4.61437
C: 2.91049 2.37819 -5.42044
C: -4.95956 1.09949 4.08483
O: 0.91723 -0.47424 -2.65387
C: 2.37280 4.67513 -0.87275
H: 3.79405 5.33693 -2.39272
H: 4.38192 4.34594 -0.11883
O: -2.42920 0.27280 1.61955
C: -2.08563 -4.16543 -1.18557
C: -2.99624 -6.59516 -1.17913
H: 4.20034 0.33798 -4.13559
H: -2.84371 2.96343 -2.79233
H: -1.71928 2.05467 -0.82910
H: 0.94472 -1.80762 6.02534
C: -2.04372 -5.52184 -1.60736
H: 2.59074 -1.15653 4.76160
H: 0.52289 -2.96721 -2.79096
H: 3.12914 4.18549 1.11880
H: -7.99950 -1.03326 -0.37610
H: 1.12423 6.23247 -0.00441
H: -1.49867 -2.36982 3.20903
H: 4.80330 -1.28780 4.70865
H: 0.54240 -0.03143 -4.84901
C: 3.03157 0.02356 3.00945
C: -3.19102 -0.25913 -4.00439
H: 5.29881 0.99947 1.72505
H: 0.29429 1.63192 -5.42700
H: 2.09084 5.61248 -2.82375
C: -4.83249 0.00348 1.50748
H: 2.06600 -3.09619 5.52706
H: 0.68437 4.59707 0.51267
H: -1.52488 -3.15243 4.79468
H: -1.19342 -1.41572 4.66187
N: 1.03957 -0.00434 -0.02852
H: -5.72187 -1.42813 -1.28880
C: -6.09533 0.22174 2.14042
C: 3.27133 0.04735 -4.63131
H: 3.59031 5.79026 0.53777
H: 5.43644 -1.23776 3.06058
C: 1.45394 0.96539 -0.85644
C: 4.32384 0.54606 3.62018
H: 4.92406 1.69209 5.36762
H: 0.19216 -4.83571 3.95783
C: 2.28059 1.22589 -4.63661
C: 1.83172 2.25973 -0.43376
H: -2.05058 -1.85896 -3.37943
H: 0.30711 -4.02582 2.38804
C: -6.12115 0.78709 3.42853
H: 6.20480 -0.27940 4.33760
N: -2.43386 1.50602 -1.29684
F: -3.82784 -6.30053 -0.18582
H: 0.26981 5.14859 -1.11662
H: 0.61753 -5.33146 -3.70960
C: 0.73129 -1.30793 1.90893
C: 2.81124 5.61141 -2.00373
H: 3.86559 2.68091 -4.98508
C: -3.57352 0.37480 2.15633
F: -2.31447 -7.71285 -0.79206
H: 3.50487 0.67250 5.64104
H: -4.06078 1.66845 -4.23557
C: 3.43240 4.75110 0.23643
F: -3.76988 -7.00047 -2.23114
C: 2.26366 -0.93838 3.75383
C: 5.07632 1.48574 2.67665
H: 3.09775 2.05917 -6.44775
H: 2.24902 3.24714 -5.45425
Br: -2.15092 1.36591 4.39733
H: 3.13479 1.10336 1.18432
C: 1.39662 0.62161 -2.27929
C: 5.24732 -0.63851 3.95320
C: 0.69957 -4.04354 3.40195
H: 0.43866 -3.49861 6.07836
H: -2.35647 -0.06691 -4.67816
H: 3.34633 2.15709 4.70185
C: -5.84261 -0.93828 -0.32861
H: -1.61282 1.76201 -3.18715

* spin multiplicity: 1
* molar mass: 1184.06 g/mol
* HOMO (alpha / beta): -4.401 / -4.398 eV
* charge: -1
* energy: -8325.4134 hartree

=====

[4]
Below is a structure of composition C62H55FGeO5P3Rb, with properties calculated with wB97M-V/def2-TZVPD.

Geometry (Å):
C: -1.06426 -3.27312 -4.87236
C: -0.82784 4.99680 0.56478
H: -2.79960 2.00047 4.84277
H: 6.30818 -1.43882 4.78354
H: -2.41566 -2.43065 -3.44388
Rb: 0.18443 -0.04358 -0.09510
H: 3.15553 -5.29444 0.48160
H: -1.83065 -3.84903 -5.37791
C: -0.07970 -1.17710 5.14271
C: 5.56041 1.40864 -0.64597
H: -3.09551 -0.26499 2.92534
C: 4.97573 2.43763 -1.37089
C: 1.26452 4.32466 -2.99553
H: 2.84532 4.71533 2.51959
C: 1.22978 -2.63382 -4.66591
H: -0.78143 2.69672 5.18457
C: 0.90760 3.99542 5.19750
H: 3.01977 2.12946 3.91936
C: 2.95213 2.21521 -0.07379
H: -3.83227 0.09806 -5.30573
H: -3.21721 -2.21681 4.42458
C: 1.97713 -1.02185 -2.92204
C: 3.51803 1.14487 0.62417
C: -4.49149 3.12763 4.20840
P: 2.56013 0.21109 1.88049
C: -2.71088 5.30103 -0.88214
C: 2.77304 -1.52645 1.31186
C: -1.11299 0.29529 3.52836
H: 0.69787 4.96297 -2.32962
C: -1.39589 -2.47903 -3.80905
C: -2.37975 1.01448 -4.02053
H: 0.77493 -1.43404 5.75762
H: -2.93532 3.03758 0.69127
F: 2.12008 4.79827 0.26911
C: -1.12207 3.52855 -1.33118
H: 3.89311 4.51302 -5.12711
H: 6.57911 1.10303 -0.85064
Ge: 1.31194 3.19087 0.52855
H: 0.87227 0.54774 4.31280
O: 0.12550 -3.42782 -0.62839
C: -1.96648 5.70433 0.21454
H: 1.41676 1.15671 -4.15826
C: -2.25403 -0.50850 3.56226
H: -3.02256 0.70642 -0.63696
C: -2.31691 -1.61529 4.39390
C: 0.94537 2.97616 -3.13229
C: -2.29428 4.21899 -1.64390
C: 3.50358 -3.28167 -0.17100
H: 2.25711 -2.72412 -4.99558
P: -0.46652 2.12003 -2.30883
C: 4.64527 1.48181 5.14952
C: -3.27375 2.49836 4.00786
H: 3.30846 2.11413 -5.41487
C: 5.57308 0.48126 5.39729
C: 2.31850 4.86998 -3.71937
C: 0.00724 3.13600 4.58954
H: 2.55994 5.91952 -3.60336
H: -3.94013 2.02486 -6.85072
C: 2.28085 -2.50394 2.18159
C: 0.26577 -3.36092 -5.31367
H: 0.80690 4.22556 6.25101
C: 3.38541 -1.06412 -3.49442
H: -2.52901 4.01816 -6.43346
C: -1.64326 3.20814 -4.66484
O: -0.68840 -2.13530 1.67077
H: 4.72456 -1.67082 2.93092
C: -2.68435 2.47918 2.74307
H: -0.25654 5.30204 1.43344
C: -0.41096 3.90344 -0.18858
H: 0.52407 -3.99871 -6.14820
P: -1.05604 1.70565 2.35026
C: 3.36711 -1.93027 0.11908
C: -0.02380 -0.05872 4.32134
H: 3.98351 -3.58758 -1.09257
C: 4.69420 -0.77998 3.54356
C: 0.93177 -1.78984 -3.57820
C: 1.69032 2.19526 -4.01689
O: -2.41334 0.11498 -0.17873
H: -1.31686 -2.47159 1.01886
H: 5.52885 2.94186 -2.15321
H: -4.93449 3.13304 5.19672
H: 2.03660 -4.59925 2.57271
C: -4.58543 3.70589 1.88419
H: -0.06407 -2.64575 -1.16765
C: -2.49231 3.17278 -5.75767
C: 3.04044 -4.24354 0.71167
H: -3.61453 5.83272 -1.15419
H: -2.88057 3.92218 -2.50257
H: -2.28135 6.55197 0.80972
H: 3.80337 -2.06945 -3.41264
O: -0.77313 -0.97019 -2.11517
C: 2.74439 2.73734 -4.73174
H: 2.63450 5.24528 4.92386
H: 5.29813 -0.01514 0.92406
H: -2.31857 0.16375 -3.35183
C: -1.22774 -1.95418 5.18816
H: 3.74717 -1.19738 -0.57516
C: 3.74766 1.35106 4.10202
H: 3.39175 -0.77857 -4.54736
H: 4.61449 2.36595 5.77452
C: 2.05399 4.26636 3.10848
H: -0.90967 -2.57316 2.50018
H: -1.27956 -2.81214 5.84679
C: 5.59112 -0.64940 4.59515
C: 3.69112 2.85097 -1.06635
H: 3.99876 -0.36327 -2.92976
C: -3.36568 3.07454 1.68494
C: 2.41856 -3.85064 1.88992
C: 4.83693 0.77808 0.34890
C: -5.14889 3.73980 3.14917
H: 0.63167 -3.09084 0.12258
H: 3.27506 3.70033 -1.58394
C: 3.76990 0.22821 3.27573
C: 0.11296 2.83350 3.23226
H: -5.09565 4.16772 1.04770
C: -3.28512 2.05454 -5.98892
C: 1.93258 4.56652 4.45537
H: -6.10015 4.23043 3.31141
C: 3.06632 4.08007 -4.57794
H: -1.02354 4.07936 -4.49721
C: -1.58267 2.12904 -3.77973
H: 6.28065 0.58194 6.21051
H: 1.80964 -2.19460 3.10882
H: -1.92712 -0.32276 -0.90860
C: 1.15607 3.39828 2.49115
O: 1.79010 -0.31140 -1.93506
C: -3.22676 0.97674 -5.12218
C: -0.42511 -1.69875 -3.11425

* spin multiplicity: 1
* molar mass: 1150.11 g/mol
* HOMO: -7.323 eV
* energy: -5996.8343 hartree
* energy relative to the best compared isomer or geometry (same formula, charge and spin): 53.4 kcal/mol